A gas-phase ion, H4O4P (charge +1), computed with the ωB97M-V functional and the def2-TZVPD basis.

Values from the calculation:
Charge = +1
Electronic energy = -17536.64408 eV
E_LUMO = -5.035 eV
Molecular weight = 99.00 u
E_HOMO = -16.10 eV
Orbital gap = 11.1 eV

Last column: natural (NBO) charge in e.
CARTESIAN COORDINATES (ANGSTROEM)
1 P -0.185 -0.445 0.126  2.5401
2 O -1.695 -0.581 -0.017  -0.9545
3 O -0.012 1.685 0.257  -0.9065
4 O 0.614 -0.840 -1.109  -0.9515
5 O 0.391 -1.040 1.399  -0.9290
6 H 1.103 -1.656 1.302  0.5654
7 H 0.458 -0.465 -1.953  0.5676
8 H 0.390 2.072 -0.530  0.4885
9 H -2.328 -0.133 0.530  0.5798